16
Properties=species:S:1:pos:R:3:forces:R:3 method="wB97M-V/def2-TZVPD" de_lowest_kcal_mol=17.84 gap_ev=7.928 homo_energy_ev=-7.4296
C 0.384 2.085 -1.519 -0.412 -0.117 -0.595
C -0.203 0.688 -1.465 1.007 -0.915 -0.211
S 1.132 -0.499 -0.924 -0.197 0.469 -0.082
H -0.182 2.747 -2.167 -0.376 0.201 0.041
H 0.491 2.543 -0.551 0.033 0.120 0.491
H 1.357 2.008 -1.972 0.509 0.031 -0.061
H -1.065 0.566 -0.806 -0.082 0.202 -0.089
H -0.444 0.323 -2.469 -0.318 0.322 0.204
N -0.665 -2.142 0.914 -0.476 -0.579 -0.027
C -0.353 -1.386 1.946 -0.577 -0.289 -0.364
N 0.215 -0.231 1.796 0.752 0.021 0.177
H -0.236 -1.963 0.015 0.392 0.694 -0.667
H -1.212 -2.977 0.973 -0.061 -0.141 0.564
H -0.659 -1.781 2.903 0.132 0.136 0.402
H 0.696 0.098 2.618 -0.239 0.369 0.257
H 0.744 -0.079 0.708 -0.086 -0.523 -0.039

63
Properties=species:S:1:pos:R:3:forces:R:3 method="wB97M-V/def2-TZVPD" smiles="CC(C)=N[C@@]1(S)C[C@H](O)OS(=O)(=O)[C@@H]1CC(N)(N)N.Fc1ccccc1.Fc1ccccc1" gap_ev=9.131 homo_energy_ev=-8.7129
C 0.517 5.848 -0.489 -0.101 0.162 -0.656
C 1.018 4.511 -0.960 1.008 -0.373 -0.695
C 2.500 4.276 -0.752 -0.131 -0.035 0.180
N 0.229 3.723 -1.568 -1.792 0.848 1.930
C -0.171 2.363 -1.358 1.199 -0.367 -1.191
S -1.279 1.961 -2.777 0.142 -0.011 -0.162
C 0.949 1.277 -1.577 -0.221 -0.040 0.318
C 1.679 0.656 -0.391 0.630 -0.374 -0.467
O 2.224 -0.578 -0.741 0.059 0.140 0.234
O 0.805 0.416 0.740 -0.135 0.181 -0.120
S 0.198 1.755 1.327 0.242 0.676 0.562
O -0.531 1.415 2.505 -0.099 -0.307 -0.097
O 1.261 2.708 1.459 0.007 0.013 -0.216
C -0.898 2.292 0.036 -0.586 -0.253 -0.402
C -2.212 1.496 0.123 0.105 -0.086 0.350
C -3.494 2.361 0.218 -0.421 -0.425 0.042
N -4.564 1.395 0.467 0.056 0.081 0.033
N -3.786 3.112 -0.995 0.207 0.013 0.007
N -3.462 3.238 1.391 0.255 -0.003 -0.119
H 0.348 5.760 0.589 0.103 0.017 0.024
H 1.215 6.664 -0.678 0.056 -0.011 0.154
H -0.433 6.072 -0.972 -0.036 -0.015 0.056
H 3.031 5.168 -1.090 0.015 0.008 0.016
H 2.736 4.121 0.300 0.044 -0.006 -0.034
H 2.849 3.441 -1.353 0.013 -0.106 0.147
H -1.841 3.169 -2.870 -0.078 -0.015 0.109
H 0.549 0.452 -2.169 -0.060 -0.106 0.170
H 1.715 1.737 -2.197 -0.082 -0.009 -0.128
H 2.531 1.254 -0.072 -0.212 0.188 0.221
H 1.577 -1.265 -0.559 -0.157 -0.185 -0.115
H -1.119 3.317 0.340 0.149 0.069 -0.084
H -2.291 0.740 -0.654 -0.078 0.216 -0.210
H -2.247 0.943 1.060 0.166 -0.008 0.005
H -4.953 1.046 -0.400 0.036 -0.096 0.009
H -5.283 1.848 1.016 -0.069 0.021 -0.096
H -4.782 3.148 -1.154 -0.032 0.209 0.133
H -3.411 4.052 -0.981 0.006 0.005 -0.063
H -2.862 2.851 2.114 -0.113 -0.010 0.086
H -3.097 4.150 1.151 -0.039 0.021 0.032
F -0.669 -4.122 1.395 -0.030 -0.011 0.050
C -0.051 -3.571 2.467 0.030 0.029 0.037
C 0.401 -4.399 3.474 0.001 -0.045 0.006
C 1.038 -3.819 4.562 -0.004 0.028 -0.006
C 1.205 -2.442 4.628 0.003 -0.005 -0.005
C 0.738 -1.635 3.599 0.039 -0.046 0.026
C 0.106 -2.202 2.503 -0.036 0.002 -0.051
H 0.254 -5.468 3.402 -0.001 0.001 -0.011
H 1.405 -4.448 5.362 -0.009 -0.003 0.002
H 1.699 -1.997 5.482 0.000 0.000 0.000
H 0.859 -0.561 3.645 -0.022 0.004 -0.008
H -0.264 -1.600 1.685 -0.043 0.024 0.037
F 2.319 -6.333 -4.962 0.000 -0.001 0.000
C 1.911 -5.941 -3.737 -0.010 0.005 0.023
C 1.285 -4.717 -3.606 -0.016 0.038 -0.020
C 0.866 -4.325 -2.342 0.030 -0.021 0.019
C 1.079 -5.143 -1.241 0.026 0.034 -0.011
C 1.713 -6.366 -1.406 -0.001 0.027 -0.019
C 2.133 -6.778 -2.663 0.012 -0.031 0.017
H 1.135 -4.094 -4.476 -0.001 -0.012 -0.008
H 0.366 -3.372 -2.222 -0.013 -0.005 -0.010
H 0.749 -4.826 -0.262 -0.011 -0.036 -0.015
H 1.885 -7.007 -0.550 -0.007 -0.007 -0.003
H 2.624 -7.729 -2.816 0.010 0.007 -0.012

17
Properties=species:S:1:pos:R:3:forces:R:3 method="wB97M-V/def2-TZVPD" de_lowest_kcal_mol=72.14 total_charge=+1 gap_ev="8.426 / 7.766" homo_energy_ev="-12.9643 / -12.8471"
C 0.035 -1.771 -0.197 -1.533 -1.548 -0.545
C 0.715 1.812 0.738 -1.250 -0.513 -2.906
C -0.564 -0.634 0.414 -0.791 0.301 0.797
C -3.243 -0.106 -0.167 -0.683 0.611 0.266
N -0.245 0.669 -0.015 -0.327 3.337 1.283
Cl -2.897 1.364 -1.135 -0.526 -0.748 0.236
Cl -4.300 -1.239 -0.935 0.801 0.485 0.334
Cl -3.721 0.336 1.483 0.452 -0.369 -0.948
H 0.047 -1.511 -1.251 0.154 -0.878 -0.555
H 1.031 -1.850 0.138 1.566 -0.500 0.369
H -0.543 -2.732 0.068 0.983 1.499 -0.716
H 1.658 1.488 1.058 0.914 -1.145 0.881
H 0.929 2.548 -0.059 -0.453 -0.401 0.233
H 0.036 2.227 1.418 -0.387 0.494 1.396
H -1.060 -0.664 1.341 -0.376 0.050 1.078
H -1.192 1.167 0.110 1.582 -0.330 -0.852
H 0.012 0.748 -0.991 -0.128 -0.345 -0.351

57
Properties=species:S:1:pos:R:3:forces:R:3 method="wB97M-V/def2-TZVPD" de_lowest_kcal_mol=75.57 smiles="Cc1ccc(C(=O)N2CCN(c3ccc([N+](=O)[O-])c(NCc4cccnc4)c3)CC2)cc1" gap_ev=8.087 homo_energy_ev=-8.1504
C 5.527 0.037 1.388 0.003 -0.022 0.014
C 4.309 -0.687 0.903 -0.023 -0.053 -0.052
C 3.296 -1.029 1.793 0.022 -0.040 -0.071
C 2.176 -1.712 1.363 -0.093 -0.039 -0.089
C 2.032 -2.049 0.021 0.294 0.014 0.159
C 0.880 -2.901 -0.391 -0.037 -0.043 -0.140
O 0.620 -3.938 0.191 -0.017 -0.112 0.287
N 0.176 -2.500 -1.485 -0.120 -0.092 -0.093
C 0.186 -1.156 -2.026 0.043 0.410 -0.155
C -1.257 -0.772 -2.407 0.250 0.081 -0.011
N -2.190 -1.268 -1.427 0.064 0.007 0.028
C -2.704 -0.507 -0.418 -0.231 0.179 0.122
C -3.716 -1.032 0.423 0.042 -0.137 0.016
C -4.229 -0.275 1.433 0.058 0.212 0.115
C -3.799 1.038 1.676 0.449 -0.784 -0.930
N -4.393 1.729 2.739 -0.495 0.341 0.702
O -5.270 1.175 3.384 0.017 0.095 0.062
O -4.020 2.879 2.999 -0.071 0.038 0.128
C -2.811 1.606 0.823 -0.250 -0.065 0.330
N -2.370 2.869 1.009 -0.041 0.553 0.294
C -1.525 3.587 0.090 0.054 -0.102 -0.156
C -0.133 3.012 -0.011 0.255 -0.008 -0.002
C 0.537 2.538 1.111 0.050 0.052 -0.207
C 1.809 2.014 0.962 -0.106 0.082 -0.014
C 2.365 1.978 -0.308 0.146 -0.092 0.210
N 1.736 2.420 -1.383 0.318 -0.040 -0.492
C 0.525 2.925 -1.234 -0.382 0.135 0.259
C -2.294 0.805 -0.198 0.101 0.115 -0.230
C -2.251 -2.719 -1.386 -0.102 -0.293 -0.043
C -0.938 -3.312 -1.921 -0.089 -0.240 0.079
C 3.039 -1.711 -0.874 -0.198 -0.053 0.081
C 4.166 -1.040 -0.433 0.064 -0.002 0.068
H 5.247 0.949 1.914 0.045 0.087 0.037
H 6.083 -0.589 2.086 0.085 0.019 0.045
H 6.183 0.298 0.562 0.072 0.044 -0.015
H 3.399 -0.773 2.838 -0.001 0.040 0.119
H 1.404 -1.998 2.062 -0.064 -0.057 0.070
H 0.579 -0.467 -1.274 -0.054 -0.012 -0.124
H 0.825 -1.095 -2.916 -0.028 0.099 0.054
H -1.519 -1.221 -3.371 0.031 0.123 0.035
H -1.343 0.306 -2.519 -0.006 -0.056 -0.058
H -4.105 -2.022 0.258 -0.037 -0.100 -0.011
H -4.999 -0.671 2.078 -0.016 -0.022 -0.025
H -2.808 3.366 1.781 0.107 -0.189 -0.292
H -1.978 3.615 -0.911 0.064 0.052 0.071
H -1.455 4.617 0.452 -0.107 -0.088 -0.069
H 0.060 2.576 2.080 -0.071 -0.025 0.097
H 2.356 1.635 1.811 0.067 -0.044 0.066
H 3.352 1.572 -0.478 0.080 -0.050 0.090
H 0.052 3.277 -2.144 -0.166 0.053 -0.046
H -1.517 1.230 -0.807 0.056 -0.022 -0.050
H -3.099 -3.091 -1.977 0.032 -0.082 0.089
H -2.373 -3.043 -0.351 -0.007 0.007 -0.086
H -0.797 -4.315 -1.516 -0.088 0.119 -0.142
H -0.933 -3.366 -3.013 -0.024 -0.017 0.057
H 2.958 -1.998 -1.912 -0.030 -0.010 -0.125
H 4.948 -0.795 -1.137 0.087 0.035 -0.057